ORCA calculation (ωB97M-V/def2-TZVPD) on a molecular structure, C16H18BrFeN5S3.

Computed properties:
lowest unoccupied orbital energy (spin up / spin down)	2.48 / 2.05	eV
HOMO (spin up / spin down)	-2.46 / -3.21	eV

Structure (ORCA input):
```
! wB97M-V def2-TZVPD RIJCOSX def2/J DEFGRID3
* xyz -1 6
Fe -0.1326 0.7876 0.0032
N -0.6758 3.7114 2.7459
C -0.5052 2.9338 1.6473
S -1.3853 1.4543 1.8050
N 0.2799 3.3455 0.6829
N 0.5111 2.5188 -0.4360
C -0.4788 2.5932 -1.2558
C -0.5239 1.5551 -2.2521
C -1.2886 1.6382 -3.4027
C -1.2402 0.5537 -4.2723
C -0.4580 -0.5520 -3.9394
C 0.2523 -0.5283 -2.7454
N 0.2439 0.5114 -1.8921
H -0.9868 3.0947 3.4912
H 0.1824 4.2014 2.9525
H -1.2943 3.3309 -1.1859
H -1.8890 2.5131 -3.6145
H -1.8108 0.5646 -5.1956
H -0.4067 -1.4179 -4.5891
H 0.8643 -1.3690 -2.4333
C 3.8914 0.1511 2.9364
C 2.8025 -0.0776 1.9308
S 1.5499 1.1796 1.5773
C 2.6403 -1.1982 1.2068
C 3.5117 -2.4197 1.2692
S 1.2176 -1.1180 0.0932
H 3.7891 1.1604 3.3867
H 4.8830 0.0816 2.4420
H 3.8244 -0.6069 3.7447
H 4.3393 -2.3110 1.9992
H 3.9493 -2.6080 0.2670
H 2.8950 -3.2936 1.5645
Br -1.8242 -4.4382 -1.5861
C -2.1316 -2.9045 -0.5345
C -3.2356 -2.8326 0.3079
C -3.4316 -1.6836 1.0708
C -2.5115 -0.6518 0.9581
N -1.4306 -0.6945 0.1480
C -1.2645 -1.8237 -0.5823
H -3.9406 -3.6559 0.3767
H -4.2818 -1.5942 1.7380
H -2.6231 0.2633 1.5332
H -0.3874 -1.8270 -1.2227
H -1.4885 1.4623 -0.7386
*
```

These are the Löwdin partial charges, in e, on atoms 1 to 4: Fe 0.00; N 0.02; C -0.94; S 0.75


ORCA calculation (ωB97M-V/def2-TZVPD) on a molecular structure, C35H26ClMnOP2S6.

Computed properties:
lowest unoccupied orbital energy (spin up / spin down)	2.17 / 2.17	eV
HOMO (spin up / spin down)	-3.93 / -4.06	eV

Structure (ORCA input):
```
! wB97M-V def2-TZVPD RIJCOSX def2/J DEFGRID3
* xyz -1 4
Mn 0.0193 1.0991 0.8282
S -1.3454 -0.6551 1.6448
P -1.8765 -1.5274 -0.0893
C -0.7999 -1.4556 -1.4455
P 0.8777 -1.7559 -1.0896
S 1.8681 -0.3988 0.0286
C 1.7390 -1.8261 -2.6932
C 2.2834 -0.6601 -3.2182
C 2.8347 -0.6561 -4.4896
C 2.8712 -1.8229 -5.2374
C 2.3597 -2.9985 -4.7053
C 1.7923 -2.9974 -3.4420
C 1.0463 -3.4191 -0.3797
C 1.9319 -3.6584 0.6642
C 2.0734 -4.9406 1.1767
C 1.3366 -5.9886 0.6458
C 0.4485 -5.7559 -0.3946
C 0.3006 -4.4764 -0.8995
C -3.4600 -0.8455 -0.6794
C -3.9153 -1.1035 -1.9732
C -5.1117 -0.5696 -2.4145
C -5.8669 0.2348 -1.5695
C -5.4171 0.5018 -0.2870
C -4.2152 -0.0345 0.1570
C -2.2859 -3.2574 0.3350
C -1.8800 -3.8102 1.5398
C -2.1828 -5.1300 1.8429
C -2.8991 -5.9046 0.9467
C -3.3141 -5.3553 -0.2621
C -3.0087 -4.0395 -0.5636
H 2.2633 0.2476 -2.6271
H 3.2346 0.2634 -4.8962
H 3.3004 -1.8185 -6.2309
H 2.3928 -3.9153 -5.2789
H 1.3881 -3.9201 -3.0478
H 2.4905 -2.8313 1.0817
H 2.7576 -5.1170 1.9960
H 1.4465 -6.9870 1.0499
H -0.1463 -6.5653 -0.7969
H -0.4167 -4.2827 -1.6862
H -3.3118 -1.6961 -2.6489
H -5.4453 -0.7650 -3.4255
H -6.7957 0.6679 -1.9186
H -5.9865 1.1455 0.3701
H -3.8450 0.1990 1.1482
H -1.3185 -3.2024 2.2374
H -1.8518 -5.5515 2.7834
H -3.1372 -6.9333 1.1855
H -3.8801 -5.9502 -0.9674
H -3.3318 -3.6246 -1.5096
O -2.6662 7.2415 1.8288
C -2.1231 6.1801 1.6471
S -1.7502 5.5189 0.0527
C -1.0124 4.0259 0.6024
C -0.9420 3.8360 1.9271
S -0.2535 2.4209 2.6993
S -1.6106 5.0965 2.9462
S -0.4154 2.8790 -0.5849
Cl -1.1375 -0.8367 -8.3070
C -1.0882 -0.6635 -6.5668
C -1.2469 -1.7787 -5.7685
C -1.1883 -1.6332 -4.3892
C -0.9666 -0.3948 -3.8053
C -0.9123 -0.1882 -2.3055
C -0.8229 0.7128 -4.6383
C -0.8811 0.5903 -6.0148
H -1.4032 -2.7481 -6.2208
H -1.2919 -2.4960 -3.7421
H -1.8151 0.3673 -2.0389
H -0.1089 0.5321 -2.0920
H -0.6556 1.6884 -4.1962
H -0.7629 1.4519 -6.6568
*
```

These are the Löwdin partial charges, in e, on atoms 1 to 4: Mn -0.20; S 0.36; P 0.58; C -0.55


ORCA calculation (ωB97M-V/def2-TZVPD) on 5 unconnected molecules or ions with the total composition C26H60N3O5.

Computed properties:
lowest unoccupied orbital energy	-3.50	eV
HOMO	-11.18	eV

Structure (ORCA input):
```
! wB97M-V def2-TZVPD RIJCOSX def2/J DEFGRID3
* xyz 1 1
C 6.0208 0.5425 3.2672
C 5.2082 -0.5027 4.0230
C 3.7460 -0.5586 3.6008
C 2.9631 -1.4430 4.5621
N 1.7580 -2.0685 3.9677
C 1.3378 -3.1461 4.8127
C 1.9668 -4.5400 4.7184
C 1.1805 -5.1871 5.8783
N -0.1497 -4.6689 5.5545
C -0.1270 -3.5452 4.9206
C -1.3797 -2.9057 4.4810
C -1.4639 -2.3746 3.0292
C -2.8848 -2.5358 2.4728
C -3.6482 -1.2192 2.3161
N -4.6527 -1.0644 3.3668
C -5.6872 -0.1049 3.0227
C -6.1090 0.7990 4.1403
O -6.1856 -0.0574 1.9027
H 6.5840 0.0841 2.4646
H 6.7576 0.9853 3.9269
H 5.4077 1.3511 2.8913
H 5.2237 -0.2717 5.0858
H 5.6379 -1.4946 3.9292
H 3.6666 -0.9038 2.5813
H 3.3349 0.4430 3.6610
H 3.6411 -2.2325 4.8936
H 2.6608 -0.8504 5.4161
H 1.9701 -2.3890 3.0322
H 1.5408 -2.7777 5.8246
H 1.6346 -5.0724 3.8337
H 3.0355 -4.6099 4.8423
H 1.5354 -4.7020 6.7850
H 1.2402 -6.2574 5.9725
H -0.9854 -5.1801 5.7942
H -2.1693 -3.6393 4.6091
H -1.5953 -2.1004 5.1790
H -1.2672 -1.3138 3.0698
H -0.7263 -2.7807 2.3528
H -2.8649 -3.0701 1.5330
H -3.4723 -3.1599 3.1410
H -2.9733 -0.3723 2.3896
H -4.0824 -1.1778 1.3199
H -5.1230 -1.9443 3.5413
H -5.3221 0.8976 4.8729
H -6.9858 0.3825 4.6252
H -6.3964 1.7607 3.7408
C 0.1782 0.7921 0.8649
C 0.6211 -0.4175 0.0566
C 0.9717 -0.0394 -1.3715
O -0.3941 -1.4244 0.0788
H -0.7208 1.2331 0.4263
H -0.0609 0.5035 1.8907
H 0.9557 1.5563 0.8920
H 1.4845 -0.8708 0.5305
H 0.0995 0.3778 -1.8818
H 1.2892 -0.9164 -1.9351
H 1.7706 0.6982 -1.4078
H -1.1730 -1.0524 -0.3468
C 3.1111 3.8157 -2.8689
C 3.5387 2.5984 -3.6753
C 3.9106 2.9763 -5.0994
O 2.4979 1.6165 -3.6766
H 2.2289 4.2789 -3.3185
H 2.8478 3.5292 -1.8492
H 3.9053 4.5616 -2.8260
H 4.3908 2.1212 -3.1887
H 3.0542 3.4141 -5.6174
H 4.2137 2.0946 -5.6642
H 4.7263 3.6993 -5.1207
H 1.7308 2.0079 -4.1060
C 6.1093 3.2927 -9.1386
C 4.6070 3.0541 -9.1377
C 4.0521 2.9791 -10.5518
O 3.9433 4.0796 -8.3977
H 6.3432 4.2444 -9.6229
H 6.4894 3.3418 -8.1178
H 6.6369 2.4991 -9.6690
H 4.3872 2.1242 -8.6115
H 4.2245 3.9214 -11.0785
H 2.9761 2.8066 -10.5318
H 4.5231 2.1769 -11.1209
H 4.1156 4.9179 -8.8369
C -8.4355 -0.2211 -0.5717
C -9.3111 0.5611 -1.5389
C -8.4763 1.3168 -2.5619
O -10.1521 1.4650 -0.8236
H -7.7848 0.4513 -0.0106
H -9.0509 -0.7563 0.1522
H -7.8099 -0.9435 -1.0988
H -9.9859 -0.1217 -2.0562
H -7.8260 2.0400 -2.0617
H -9.1190 1.8713 -3.2456
H -7.8516 0.6380 -3.1443
H -9.5837 2.0838 -0.3556
*
```

These are the Löwdin partial charges, in e, on atoms 1 to 4: C -0.09; C -0.27; C -0.20; C -0.21


Largest force on an atom list, top to bottom, in Eh/bohr: 0.1000, 0.0078, 0.0401